No. 1
The following is a quantum chemistry calculation of C45H35F2IrNP2 as an isolated structure at a distorted geometry, from the Open Molecules 2025 dataset.

XYZ file:
```
86
Properties=species:S:1:pos:R:3:forces:R:3:lowdin_charge:R:1
Ir 0.73217 -0.14514 0.81776 -0.4033 1.4266 1.0758 0.950
C -2.48416 0.73870 -0.49143 0.1275 -0.1602 0.2907 -0.349
C -2.03524 -0.62852 -0.98851 0.0246 -0.0641 0.2489 -0.364
P -1.18742 -1.55981 0.35771 1.5303 0.8127 -1.8469 0.968
C -2.50440 -2.15911 1.45180 0.6850 0.5130 0.7229 -0.338
C -2.10050 -2.58652 2.71711 0.0077 0.0128 -0.0534 -0.086
C -3.00659 -3.19158 3.56877 0.0145 -0.0406 0.0786 -0.057
C -4.32087 -3.37043 3.16464 -0.0179 0.0357 -0.0530 -0.057
C -4.73473 -2.90708 1.92458 -0.0345 -0.0393 -0.0059 -0.062
C -3.83469 -2.29384 1.06830 0.0664 0.1147 -0.1841 -0.088
C -0.62668 -3.07530 -0.47861 0.4423 0.1357 0.3250 -0.342
C 0.73665 -3.35683 -0.44408 -0.0545 0.0589 0.0392 -0.108
C 1.24020 -4.47049 -1.09328 -0.0019 -0.0709 -0.0182 -0.060
C 0.37827 -5.32069 -1.76802 0.0512 0.0321 0.0488 -0.063
C -0.98483 -5.06013 -1.78233 -0.0692 -0.0269 -0.0835 -0.067
C -1.49179 -3.94313 -1.13970 -0.0681 0.1004 0.0758 -0.075
P -1.12751 1.63855 0.38178 1.4058 -0.9301 -1.3775 1.055
C -0.07799 2.41202 -0.89149 0.1529 -0.0049 0.2988 -0.431
C 1.18178 2.82760 -0.44835 -0.2174 0.0055 0.0352 -0.150
C 2.07271 3.40891 -1.32941 0.0366 0.0475 -0.0326 -0.060
C 1.71465 3.56859 -2.66095 0.0149 0.0441 0.0113 -0.063
C 0.46266 3.16895 -3.10031 0.0008 0.0163 -0.0513 -0.060
C -0.43923 2.59815 -2.21630 -0.1206 -0.0390 0.1274 -0.076
C -2.02646 3.11716 0.96699 0.2469 -0.3274 0.9366 -0.325
C -1.58182 4.39857 0.64445 0.0837 -0.0451 -0.0874 -0.064
C -2.30661 5.50759 1.04656 -0.0781 0.0253 0.0156 -0.055
C -3.46660 5.35249 1.78918 0.0730 -0.0304 -0.0527 -0.058
C -3.89471 4.08072 2.13979 -0.1411 0.0010 0.0710 -0.066
C -3.17347 2.96734 1.74743 0.0212 -0.0534 -0.0230 -0.093
H -3.29385 0.63117 0.23560 -0.0437 0.0743 -0.0627 0.073
H -2.84921 1.36093 -1.31091 -0.0226 0.0730 0.1360 0.094
H -1.28602 -0.51317 -1.77252 0.0735 -0.1039 0.0567 0.052
H -2.86698 -1.20825 -1.39443 -0.0054 0.0620 0.0243 0.086
H -1.07102 -2.44197 3.02371 0.0219 -0.0350 0.0535 0.102
H -2.68762 -3.52440 4.54568 0.0188 -0.0318 0.0416 0.114
H -5.02687 -3.86732 3.81415 -0.0294 0.0173 0.0586 0.113
H -5.76347 -3.02587 1.61568 -0.0408 -0.0087 -0.0026 0.113
H -4.18033 -1.93427 0.10855 -0.0008 -0.0148 -0.0336 0.101
H 1.40112 -2.69144 0.09583 0.0371 -0.0715 -0.1097 0.064
H 2.30235 -4.66953 -1.07381 0.0295 -0.0342 0.0137 0.111
H 0.76710 -6.19318 -2.27383 -0.0025 -0.0253 -0.0327 0.111
H -1.65395 -5.73188 -2.30235 -0.0351 0.0024 0.0020 0.110
H -2.55825 -3.75609 -1.14972 -0.0488 -0.0092 -0.0054 0.104
H 1.44219 2.70050 0.59895 0.0988 0.0246 -0.0252 0.098
H 3.04315 3.73711 -0.98322 0.0274 -0.0033 0.0148 0.112
H 2.40926 4.02033 -3.35460 0.0381 0.0021 -0.0475 0.111
H 0.18498 3.30086 -4.13688 -0.0018 -0.0143 -0.0349 0.116
H -1.41407 2.29458 -2.57352 -0.0167 -0.0238 -0.0517 0.107
H -0.68389 4.53611 0.06148 -0.0043 0.0301 0.0088 0.100
H -1.96488 6.49560 0.77146 0.0233 0.0156 0.0025 0.114
H -4.03200 6.22066 2.09604 -0.0347 0.0184 0.0243 0.113
H -4.79695 3.96013 2.72223 -0.0178 -0.0368 0.0438 0.112
H -3.51206 1.98208 2.04441 -0.0243 -0.0120 0.0252 0.103
F -0.58988 0.16190 5.99513 0.0147 -0.0138 0.0423 0.079
C 0.43513 0.12974 5.13141 0.1603 0.0589 -0.1291 -0.275
C 0.18213 0.31185 3.78219 -0.0112 0.1320 0.3141 -0.089
C 1.22477 0.23494 2.86158 -1.3347 -0.4581 -0.2246 -0.236
C 2.53579 0.05375 3.33094 0.0319 0.0334 0.0197 -0.148
C 2.74196 -0.11329 4.69925 -0.2498 0.0720 -0.1852 -0.211
F 3.97777 -0.34978 5.16965 0.0194 0.0227 0.0224 0.082
C 1.70812 -0.09835 5.61444 -0.0404 -0.0354 0.1065 0.080
C 3.60781 -0.01673 2.33256 0.1718 -0.0233 0.2058 -0.214
C 4.94566 0.28073 2.58214 0.0075 -0.1158 -0.0894 0.014
C 5.86781 0.15376 1.55774 -0.1415 -0.0363 -0.1124 -0.030
C 5.43661 -0.25720 0.30521 0.0109 0.0262 0.1326 -0.038
C 4.08550 -0.48184 0.11735 0.0926 -0.1098 -0.4032 -0.116
N 3.19978 -0.36710 1.10019 -1.3715 0.2006 -0.0825 0.047
H -0.83796 0.50351 3.47636 -0.0015 -0.0833 0.0090 0.085
H 1.89215 -0.27573 6.66347 0.0234 0.0563 0.0351 0.139
H 5.26283 0.60445 3.55978 -0.0707 -0.0108 0.0351 0.118
H 6.91056 0.37899 1.73253 0.0284 -0.0063 0.0243 0.118
H 6.12814 -0.38691 -0.51246 -0.0074 0.0087 -0.0772 0.111
H 3.69019 -0.75571 -0.85319 -0.0648 0.0158 0.0241 0.097
C 1.25698 -0.14339 -1.15068 -1.5116 -1.2047 -0.7027 -0.233
C 1.26450 -0.20571 -2.36955 0.2475 -0.0666 0.9480 -0.119
C 1.20492 -0.24600 -3.78854 0.1406 0.1221 -0.5301 -0.258
C 0.10037 -0.82485 -4.42656 0.1598 0.0612 0.1494 -0.037
C 0.01054 -0.82521 -5.80620 0.0329 0.0421 -0.1296 -0.079
C 1.02041 -0.25725 -6.57062 -0.0727 0.0208 0.0318 -0.083
C 2.11978 0.31537 -5.94562 0.0487 0.0372 -0.1102 -0.079
C 2.21858 0.32596 -4.56688 -0.2233 -0.1393 0.0929 -0.043
H -0.68118 -1.27699 -3.83016 -0.0124 -0.0377 0.0244 0.101
H -0.85091 -1.26314 -6.29157 -0.0175 -0.0433 -0.0010 0.105
H 0.94395 -0.25266 -7.64892 0.0217 -0.0077 -0.0278 0.105
H 2.89955 0.76595 -6.54309 0.0643 0.0048 -0.0266 0.105
H 3.06610 0.77754 -4.06996 0.0367 0.0317 -0.0178 0.113
```
Positions in Å, forces in eV/Å.

The calculation puts the LUMO energy (alpha / beta) at -4.3620 / -4.3627 eV. As for the total energy: -75567.528 eV. As for the total charge: +1. Its energy above the lowest of the compared OMol25 structures with the same formula, charge and spin is 342.2 kJ/mol. For the HOMO-LUMO gap (alpha / beta), the calculation gives 5.72 / 5.72 eV. As for the strongest force on any atom: 0.0492 hartree/bohr.

No. 2
The following is a quantum chemistry calculation of a 2-piece molecular cluster, C4H12N2 overall at a distorted geometry, from the Open Molecules 2025 dataset.

XYZ file:
```
18
Properties=species:S:1:pos:R:3:forces:R:3:nbo_charge:R:1
C -0.19459 0.87013 -0.22776 0.6543 0.7062 2.7593 0.224
C -1.08847 0.10623 0.66627 0.1332 0.1661 -0.2642 -0.625
C -0.88639 -1.27300 0.07660 -0.0299 -0.1506 -0.7529 0.120
C -1.23380 -1.52455 -1.19073 0.1889 -0.0162 0.7521 -0.266
N -0.01083 -2.24796 0.79798 -0.2639 0.4581 -0.3118 -0.697
N 1.83831 2.67615 -0.26624 -0.2571 0.0357 -0.4592 -1.039
H -0.36938 1.92297 -0.46672 -0.3419 -0.4564 -1.2566 0.273
H 0.84036 0.54069 -0.21879 -0.0439 -0.0992 -1.2241 0.227
H -2.10627 0.48782 0.65174 -0.2756 -0.2439 -0.1463 0.319
H -0.77648 0.24407 1.71374 0.1839 -0.0978 -0.0194 0.330
H -0.85944 -2.34789 -1.78800 -0.2640 -0.2105 0.1282 0.262
H -1.96681 -0.86908 -1.62006 -0.0851 0.2859 -0.4860 0.262
H -0.59967 -2.97113 1.23019 0.1127 -0.0116 0.2128 0.481
H 0.62501 -2.71795 0.14424 0.0562 -0.0771 0.0893 0.470
H 0.54298 -1.77641 1.51796 0.0828 -0.3214 0.1498 0.458
H 1.81007 3.09440 -1.19713 -0.3148 -0.0725 0.0272 0.396
H 2.79938 2.35282 -0.20149 -0.0127 0.1261 0.5962 0.402
H 1.63603 3.43270 0.37822 0.4767 -0.0209 0.2056 0.402
```
Positions in Å, forces in eV/Å.

The calculation puts the LUMO energy at -11.0734 eV. As for the total energy: -7301.587 eV. As for the total charge: +2. Its energy above the lowest of the compared OMol25 structures with the same formula, charge and spin is 400.1 kJ/mol. For the HOMO-LUMO gap, the calculation gives 7.17 eV. As for the strongest force on any atom: 0.0568 hartree/bohr.

No. 3
The following is a quantum chemistry calculation of one molecule with the formula C5H8N2O at a distorted geometry, from the Open Molecules 2025 dataset.

XYZ file:
```
16
Properties=species:S:1:pos:R:3:forces:R:3:nbo_charge:R:1
C -0.12986 -0.59604 1.52645 3.3696 2.8368 2.6181 -0.133
C -0.33079 -1.54468 -0.59252 0.9087 0.6663 -1.3348 -0.091
C -0.78976 0.00646 -0.80215 1.2263 -3.3031 2.7856 -0.168
C -0.42101 0.72763 -2.02906 4.0147 -4.0708 2.0877 -0.219
C 0.42935 0.87182 1.44631 -1.6131 2.3658 -2.7919 0.033
H -1.15720 -0.67040 1.63204 -2.2775 0.0570 -0.1470 0.178
H 0.19111 -0.69527 2.58153 0.2632 -1.3521 -0.3460 0.198
H -1.27253 -2.29921 -0.62538 2.3172 1.5437 0.5934 0.187
H 0.49988 -1.84269 -1.40996 -2.1813 0.5715 1.8634 0.213
H -1.60116 0.09035 0.09521 1.3249 1.1424 -3.3656 0.230
H -0.10829 0.23731 -3.02805 0.6338 0.1065 2.2876 0.212
H -1.03394 1.37547 -2.35595 -4.2285 5.7524 -1.3387 0.184
H 0.34729 1.32954 2.39301 0.6374 0.8941 0.9970 0.173
N 0.48272 0.77481 -0.66966 -1.9686 -1.0626 -3.8587 -0.287
N 0.64019 1.68737 0.39357 -1.3282 -3.5836 2.2691 -0.193
O 0.46587 -1.44394 0.66951 -1.0985 -2.5641 -2.3191 -0.517
```
Positions in Å, forces in eV/Å.

The calculation puts the LUMO energy at 0.7973 eV. As for the total energy: -10335.154 eV. As for the total charge: 0. Its energy above the lowest of the compared OMol25 structures with the same formula, charge and spin is 730.6 kJ/mol. For the HOMO-LUMO gap, the calculation gives 9.40 eV. As for the strongest force on any atom: 0.1413 hartree/bohr. The SMILES is C1=NN2C[C@H]2COC1.

No. 4
The following is a quantum chemistry calculation of an isolated ion of composition C4H8NO2 and charge -1 at a distorted geometry, from the Open Molecules 2025 dataset.

XYZ file:
```
15
Properties=species:S:1:pos:R:3:forces:R:3:nbo_charge:R:1
C -1.41320 0.52603 -0.85958 0.7761 0.7347 0.0331 -0.628
C -0.65994 0.27758 0.47138 -0.4780 1.1170 -0.2028 -0.070
C 0.52390 -0.73228 0.18995 -3.5693 -1.9362 2.2670 -0.354
C 2.06693 -0.22026 -0.40311 2.5400 0.5154 -2.0260 0.487
O 1.92691 0.37678 -1.49053 -0.5936 0.3863 0.6077 -0.641
O 2.93256 -1.06411 -0.10227 -0.4543 -0.1002 0.8066 -0.638
N -1.64284 -0.05395 1.42818 0.2950 -0.8036 -0.1989 -0.936
H -1.70142 1.58481 -0.92857 0.4040 -0.0806 -0.1053 0.193
H -2.38541 0.03228 -0.88493 0.3685 -0.6239 0.1149 0.214
H -0.72084 0.25563 -1.66540 -0.5797 0.2436 -0.3651 0.199
H 1.63392 0.38731 0.56179 -0.2296 -0.6143 -0.5716 0.305
H 0.66879 -1.31493 1.09520 0.5734 0.3136 0.3067 0.226
H 0.26339 -1.51470 -0.54779 0.6340 0.4732 -0.3686 0.236
H -0.03439 1.15233 0.77188 -0.3491 0.5597 -0.1796 0.109
H -1.45837 0.30748 2.36381 0.6627 -0.1847 -0.1182 0.296
```
Positions in Å, forces in eV/Å.

The calculation puts the LUMO energy at 2.5420 eV. As for the total energy: -9858.446 eV. As for the total charge: -1. Its energy above the lowest of the compared OMol25 structures with the same formula, charge and spin is 611.8 kJ/mol. For the HOMO-LUMO gap, the calculation gives 5.47 eV. As for the strongest force on any atom: 0.0904 hartree/bohr.